(1)
DFT (the ωB97M-V functional and the def2-TZVPD basis) results for a molecular structure, C46H41Br3N8O10.

```
108
Properties=species:S:1:pos:R:3
H -14.3130 -23.4393 -6.3294
C -16.1673 -21.7740 -8.6342
C -13.4309 -22.2163 -7.9231
H -14.5734 -26.1206 -6.5882
H -14.3393 -27.7616 -4.4731
C -14.2099 -20.4655 -1.8839
C -13.7892 -21.4654 -9.0281
H -12.1671 -25.6070 -3.4586
C -12.7652 -19.8963 -4.1718
C -12.7230 -27.7942 -7.9500
O -14.5816 -20.6785 -11.5692
H -14.3154 -18.3568 -1.5592
N -9.9180 -29.5976 -4.0623
C -15.2437 -24.0791 -2.8448
H -10.4624 -21.1961 -8.8558
O -16.3216 -25.8366 -5.0343
C -11.9828 -27.8342 -6.7924
H -9.5432 -22.8804 -5.0657
C -14.5786 -24.5755 -3.9610
H -9.6665 -19.1177 -6.9459
C -15.5743 -25.3556 -9.7145
H -15.7512 -24.6219 -0.8128
N -12.5814 -27.7844 -5.5594
C -11.4921 -24.3576 -6.1232
O -12.6371 -23.5618 -4.1634
N -16.8561 -25.0244 -5.7967
H -11.4022 -23.5901 -5.3545
C -9.4659 -21.8039 -5.0262
C -11.0062 -26.2370 -1.7245
H -14.4814 -23.9211 -4.8146
C -16.3029 -25.0018 -7.1239
C -13.9643 -25.8039 -3.9416
H -17.5022 -24.4800 -10.2891
C -9.5056 -21.1732 -3.8055
H -9.5756 -21.5848 -7.0743
O -7.0391 -17.8116 -8.4013
O -11.9363 -22.1472 -5.7023
H -17.2264 -21.6460 -8.8029
C -15.1110 -21.2331 -9.3850
H -9.1657 -19.2284 -8.8215
H -11.3877 -27.4390 -4.8536
H -14.5814 -26.7466 -0.8869
Br -10.7262 -23.5787 -7.8183
H -15.8068 -27.9329 -6.5556
H -9.3856 -23.3023 -8.3514
C -13.9283 -27.8671 -5.4662
O -9.2038 -30.4257 -3.6074
C -15.8079 -22.5158 -7.5164
C -15.1250 -25.6674 -7.3986
H -14.7334 -27.7701 -8.7052
C -11.4804 -26.3324 -3.0478
C -12.9920 -21.2566 -3.8305
C -6.6025 -21.3949 -8.4511
C -14.6310 -26.1579 -1.7910
O -10.3978 -29.7914 -5.1798
N -13.8958 -26.5885 -2.8463
C -8.6031 -20.1341 -8.6494
C -14.7292 -27.9324 -6.6270
N -15.3716 -20.5311 -10.6580
C -11.0542 -27.3752 -3.8283
C -14.0139 -19.1482 -2.2294
C -9.8480 -28.3153 -1.9486
C -10.2775 -28.3721 -3.2907
H -12.0688 -19.7543 -4.9850
H -6.7899 -23.4421 -8.4131
H -13.7504 -22.5063 -2.3022
H -13.8877 -26.3573 -9.0308
C -14.4560 -22.8088 -7.1945
O -17.8533 -24.2886 -5.4724
H -9.3437 -19.1685 -2.8353
H -15.7241 -23.1129 -2.7987
C -14.7733 -25.8449 -8.6850
C -17.1578 -24.5749 -8.1748
C -7.2212 -20.1298 -8.6068
Br -10.4284 -25.9799 -5.6183
H -5.5295 -21.5173 -8.4452
C -13.6486 -21.4822 -2.6300
H -11.1993 -25.3825 -1.0929
C -14.1128 -27.8416 -7.8242
H -9.3481 -29.1538 -1.4868
C -15.2602 -24.9317 -1.7235
C -16.7979 -24.6660 -9.4917
C -9.5192 -19.6638 -6.0259
H -18.1672 -24.2708 -7.9402
C -7.3630 -22.5338 -8.2993
H -9.5107 -21.6895 -2.8569
C -8.7608 -22.4290 -8.4671
C -9.4622 -19.7638 -3.7286
H -13.0157 -17.9079 -3.6290
O -5.3775 -18.9056 -9.2700
H -9.9339 -27.0645 -0.1609
C -10.1773 -27.1943 -1.2051
H -12.3499 -27.6056 -8.9458
H -14.7153 -20.7455 -0.9714
C -13.2751 -18.9240 -3.3706
H -12.4057 -22.3954 -7.6346
H -10.9195 -27.6530 -6.7384
H -16.6056 -22.8555 -6.8724
H -13.3996 -26.1058 -4.8113
N -12.4844 -22.4284 -4.6270
H -15.1820 -25.5868 -10.6938
O -16.3756 -19.8577 -10.7294
N -6.4777 -18.8143 -8.7492
Br -13.4221 -24.7637 -6.3487
C -9.3948 -21.2534 -8.7032
N -9.4286 -18.9935 -4.8781
H -12.9503 -21.1106 -9.6084
C -9.6347 -21.0287 -6.1504
```

Values from the calculation:
- multiplicity = 1
- gap between HOMO and LUMO (hartree) = 0.234
- energy above the lowest of the compared OMol25 structures with the same formula, charge and spin (kJ/mol) = 0.00
- energy (a.u.) = -10688.5229

Results of the Löwdin charge analysis, in e, for atoms 1 through 6: atom 1 (H): -0.109, atom 2 (C): 0.012, atom 3 (C): -0.116, atom 4 (H): -0.018, atom 5 (H): 0.107, atom 6 (C): -0.058



(2)
DFT (the ωB97M-V functional and the def2-TZVPD basis) results for 2 unconnected molecules or ions with the total composition C6H14O.

```
21
Properties=species:S:1:pos:R:3
H 0.7342 0.1121 1.2726
H 0.1055 -3.3883 -0.9559
C 1.0384 3.6216 -0.0908
H 0.6984 4.5924 0.3330
H -1.9061 -1.7520 -1.2042
H -0.3320 -2.8969 1.3775
H 1.2948 -2.2558 -1.1891
H -0.3475 -1.1417 2.3666
C 0.0325 -0.8603 1.3220
H 1.5391 -2.6559 1.1031
H -2.2918 -0.4358 0.5951
H -0.7926 -0.5069 -1.9926
C 0.4083 -2.2610 0.8462
C 0.3071 -2.3504 -0.6851
H -0.8315 0.6889 0.1936
H 1.6573 3.1053 0.6613
H 1.5158 3.9858 -0.9484
O -0.0828 2.8370 -0.5655
C -0.8194 -1.3244 -1.0284
H 0.2590 1.8343 -0.6962
C -1.0736 -0.4889 0.2375
```

Values from the calculation:
- structure (SMILES) = C1CCCC1.CO
- multiplicity = 1
- gap between HOMO and LUMO (hartree) = 0.397
- energy above the lowest of the compared OMol25 structures with the same formula, charge and spin (kJ/mol) = 376.77
- energy (a.u.) = -312.1115

Results of the Löwdin charge analysis, in e, for atoms 1 through 6: atom 1 (H): 0.132, atom 2 (H): 0.093, atom 3 (C): -0.158, atom 4 (H): 0.084, atom 5 (H): 0.117, atom 6 (H): 0.108



(3)
DFT (the ωB97M-V functional and the def2-TZVPD basis) results for a single C2H3NO3 molecule.

```
9
Properties=species:S:1:pos:R:3
O 0.7329 0.1463 1.2503
O 0.6895 1.1587 -0.7688
H -0.0350 -0.1539 1.8069
C -1.2826 0.1225 0.1867
N -2.5305 0.0571 0.2936
O 0.5830 -1.1038 -0.6260
H 1.6871 1.0918 -0.8214
C 0.2061 0.0900 -0.0108
H -0.0505 -1.4088 -1.3104
```

Values from the calculation:
- structure (SMILES) = N#CC(O)(O)O
- multiplicity = 1
- gap between HOMO and LUMO (hartree) = 0.441
- energy above the lowest of the compared OMol25 structures with the same formula, charge and spin (kJ/mol) = 245.86
- energy (a.u.) = -358.4360

Results of the Löwdin charge analysis, in e, for atoms 1 through 6: atom 1 (O): 0.077, atom 2 (O): 0.055, atom 3 (H): 0.134, atom 4 (C): -0.045, atom 5 (N): 0.165, atom 6 (O): 0.063



(4)
DFT (the ωB97M-V functional and the def2-TZVPD basis) results for 2 unconnected molecules or ions with the total composition C4H10O3.

```
17
Properties=species:S:1:pos:R:3
H 2.1038 0.9734 -0.5605
H 1.7084 -1.4224 0.6394
H -2.4765 -2.9259 1.5405
H 0.3909 0.4575 1.6215
H -0.8330 0.2297 0.6466
C 0.9793 0.8912 -0.7866
C 0.6539 -1.3419 0.4075
H 0.5182 -1.7583 -0.7273
C 0.3658 2.3051 -0.9751
H -0.7263 2.3568 -1.1827
O -2.6724 -2.1372 1.1439
H 0.7244 0.1401 -1.5682
O 1.0101 2.8760 -1.9583
H -1.2100 -1.9203 0.8716
O -0.1580 -2.1101 1.2364
C 0.2993 0.1448 0.5575
H 0.5724 2.8444 0.1238
```

Values from the calculation:
- multiplicity = 1
- gap between HOMO and LUMO (hartree) = 0.235
- charge = -2
- energy above the lowest of the compared OMol25 structures with the same formula, charge and spin (kJ/mol) = 200.00
- energy (a.u.) = -383.9555

Results of the Löwdin charge analysis, in e, for atoms 1 through 6: atom 1 (H): 0.103, atom 2 (H): 0.074, atom 3 (H): -0.195, atom 4 (H): 0.087, atom 5 (H): 0.104, atom 6 (C): -0.190